Entry 1:
A 6-piece molecular cluster, C18H27F3O18 overall in a non-equilibrium geometry. Source: the OMol25 dataset; level of theory: ωB97M-V/def2-TZVPD.

Results
SMILES: O=C1OC[C@@H](F)O1.O=C1OC[C@@H](F)O1.O=C1OC[C@@H](F)O1.COC(=O)OC.COC(=O)OC.COC(=O)OC
Gap between HOMO and LUMO, eV: 10.58
Energy above the lowest of the compared OMol25 structures with the same formula, charge and spin, kJ/mol: 160.5
F_max, hartree/bohr: 0.0538
Spin multiplicity: 1

```
66
Properties=species:S:1:pos:R:3:forces:R:3
C -4.83227 -1.57396 2.89218 0.25 -0.37 0.22
C -5.63988 -2.79230 2.50221 -0.38 0.22 -2.02
O -6.98366 -2.38845 2.64383 0.56 -0.92 0.10
C -7.04681 -1.12476 3.09737 -0.95 0.16 1.14
O -8.08642 -0.61718 3.38389 0.67 0.37 -0.33
O -5.81633 -0.60447 3.26000 0.13 0.02 -0.01
F -5.33773 -3.92053 3.18847 -0.27 0.19 0.57
H -4.21442 -1.21257 2.07606 -0.11 0.16 0.02
H -4.17361 -1.85979 3.71388 -0.15 0.43 0.23
H -5.53877 -3.03423 1.44149 0.23 -0.25 0.10
C -0.18482 0.29380 -1.03626 -0.43 0.91 0.18
C 0.69498 -0.77845 -0.42106 -0.85 1.43 -0.36
O -0.22279 -1.39141 0.46384 1.34 -0.91 -0.21
C -1.20884 -0.52648 0.78218 -0.71 0.12 -0.10
O -2.00467 -0.70444 1.64656 0.06 -0.13 0.20
O -1.21156 0.50500 -0.05783 -0.04 -0.21 0.23
F 1.68864 -0.17927 0.31005 0.08 -0.41 0.05
H -0.67619 -0.02553 -1.95188 0.26 0.05 -0.13
H 0.25648 1.28479 -1.10809 0.51 -0.30 -0.59
H 1.13857 -1.38409 -1.21032 -0.01 -0.72 0.62
C 3.75185 -2.89847 3.58049 -1.86 1.11 -0.35
C 3.68326 -2.06337 2.30435 -0.06 -0.75 -0.62
O 5.01197 -2.24103 1.83266 -0.35 0.30 0.12
C 5.82638 -2.46420 2.91409 0.56 0.80 -0.60
O 7.01182 -2.44690 2.86148 -0.48 -0.23 0.19
O 5.06205 -2.60593 4.00809 0.24 -1.38 0.62
F 3.40799 -0.73804 2.46123 0.28 -0.15 0.36
H 3.43825 -3.90481 3.27676 1.27 -0.41 0.14
H 3.01583 -2.67858 4.35340 0.32 0.68 0.04
H 3.00276 -2.45056 1.54068 0.10 0.08 0.15
C -0.69937 5.44289 3.68025 -0.73 0.88 1.27
O -0.01048 4.62784 4.64708 -0.61 0.23 -0.64
C 0.49223 3.48273 4.22010 1.53 -0.23 -0.26
O 1.10727 2.74928 4.93552 -0.19 -0.39 0.61
O 0.41280 3.30426 2.89070 -0.61 0.38 -0.12
C 1.11348 2.18133 2.36958 -0.35 -0.63 -0.16
H -0.16483 5.53527 2.74567 -0.14 -0.14 -0.11
H -0.81361 6.41153 4.17068 0.57 0.09 -0.11
H -1.74728 5.14730 3.62061 0.19 -0.62 -0.63
H 1.06353 1.33541 3.05226 0.26 0.15 0.16
H 2.13964 2.44473 2.12664 0.06 -0.02 0.15
H 0.58602 1.87256 1.47085 0.01 0.30 -0.13
C 1.70043 -3.96414 -5.00027 -0.98 0.31 1.07
O 2.91911 -3.30357 -5.28399 -0.21 -0.77 -1.30
C 3.34163 -2.38338 -4.44602 0.55 -0.58 0.20
O 2.96929 -2.24143 -3.31766 -0.59 0.60 0.70
O 4.33018 -1.74068 -5.04489 0.37 0.36 -0.39
C 4.82201 -0.58514 -4.39684 0.19 0.80 1.16
H 0.86583 -3.28211 -5.17420 0.03 0.06 -0.17
H 1.63091 -4.23719 -3.94684 0.24 -0.11 -0.01
H 1.53732 -4.84964 -5.60376 0.62 0.08 -0.29
H 4.96108 -0.70359 -3.31960 -0.14 -0.47 -0.07
H 4.12643 0.24882 -4.49512 -0.03 -0.02 -0.32
H 5.79780 -0.30910 -4.78307 -0.13 -0.24 -0.50
C -0.49715 3.61501 -4.51982 -0.12 0.49 -0.53
O -0.98658 2.81165 -3.45865 1.36 -0.55 0.60
C -2.25022 2.50293 -3.36447 -2.55 0.16 -1.07
O -3.14398 2.91962 -4.07346 0.64 -0.04 0.38
O -2.42953 1.61319 -2.39144 0.91 0.63 1.17
C -3.74271 1.23368 -1.96995 -0.22 -1.40 -1.45
H 0.58357 3.60771 -4.42157 -0.01 0.09 0.17
H -0.88914 4.62767 -4.45297 0.03 0.04 0.15
H -0.73918 3.24802 -5.51681 -0.28 -0.35 0.18
H -3.63367 0.56789 -1.11907 0.29 0.35 0.22
H -4.07372 0.59780 -2.79774 -0.64 0.15 0.20
H -4.49114 1.99704 -1.78149 0.50 0.50 -0.08
```
Positions in Å, forces in eV/Å.



Entry 2:
A 3-piece molecular cluster, C18H27F9NO6P overall in a non-equilibrium geometry. Source: the OMol25 dataset; level of theory: ωB97M-V/def2-TZVPD.

Results
SMILES: CCC[C@H](C)[C@H]1OC(=O)[C@@H](C(F)(F)F)[C@H]1[PH2]=N.CCOC(=O)C(F)(F)F.CCOC(=O)C(F)(F)F
Gap between HOMO and LUMO, eV: 9.33
F_max, hartree/bohr: 0.0469
Spin multiplicity: 1

```
62
Properties=species:S:1:pos:R:3:forces:R:3
C -1.25112 -1.82684 -0.01079 0.13 -0.07 -0.30
C -0.05326 -2.71761 -0.38624 -0.30 0.57 0.41
C 1.28775 -2.07986 0.00053 -0.37 -0.41 -0.70
C 1.88056 -1.25355 -1.16955 0.42 -0.28 0.87
C 3.10455 -1.94662 -1.76577 -0.17 0.25 -0.34
C 2.13157 0.16731 -0.68889 -0.26 0.48 -0.57
O 3.34300 0.35910 0.05244 0.40 0.18 0.64
C 3.95612 1.52699 -0.26147 0.84 1.23 1.13
O 4.60732 2.19318 0.52328 -1.14 -1.39 -1.61
C 3.62613 1.81079 -1.74940 0.35 -1.06 0.64
C 4.68509 1.02520 -2.55037 0.31 0.43 -0.79
F 5.48320 0.26417 -1.77516 -0.25 0.17 -0.30
F 5.49800 1.93994 -3.15363 -0.22 -0.43 0.19
F 4.17865 0.25147 -3.52079 0.29 0.31 0.44
C 2.17867 1.33489 -1.70144 -0.42 0.53 -0.27
P 1.14791 1.25205 -3.20529 0.19 -1.47 -0.88
N 1.40954 0.05834 -4.19725 -0.24 0.72 0.34
H -1.98234 -1.78061 -0.80987 -0.21 -0.02 -0.14
H -0.93839 -0.80717 0.19332 0.04 0.23 0.04
H -1.75456 -2.21527 0.86234 0.02 0.21 0.18
H -0.17368 -3.66221 0.12848 0.03 -0.35 -0.05
H -0.07571 -2.89218 -1.45383 0.12 -0.32 -0.27
H 1.11996 -1.46537 0.87652 0.19 0.05 0.36
H 1.96744 -2.88502 0.24010 0.36 0.00 0.33
H 1.12098 -1.19141 -1.94180 -0.20 0.16 -0.17
H 3.11524 -2.99629 -1.51362 -0.04 -0.30 0.06
H 3.09016 -1.86206 -2.84283 0.08 0.05 -0.29
H 4.02225 -1.50598 -1.40512 0.24 -0.05 0.19
H 1.33400 0.40887 0.00557 -0.23 0.00 0.14
H 3.71700 2.83695 -2.06311 0.07 0.36 0.24
H 1.69644 2.15182 -1.15216 -0.17 0.24 -0.09
H 1.22927 2.53217 -3.78753 -0.04 0.19 0.41
H -0.14508 1.18808 -2.64295 0.12 0.34 0.29
H 1.63541 0.43135 -5.10958 0.13 -0.29 -0.24
C 2.24676 4.51078 1.77575 -0.24 -0.03 0.11
C 2.06037 5.44027 0.59824 0.52 -0.13 0.11
O 0.68131 5.49001 0.17961 -0.03 -0.05 -0.18
C -0.10982 6.29291 0.87382 0.22 -0.15 -0.13
O 0.19761 6.97593 1.79945 -0.05 0.21 0.24
C -1.52587 6.25581 0.27540 -0.07 -0.02 0.05
F -1.90823 5.00335 0.01612 -0.05 -0.18 -0.04
F -1.55284 6.94310 -0.86989 0.03 0.10 -0.19
F -2.39971 6.79525 1.10826 -0.13 0.11 0.16
H 1.85443 3.51905 1.54493 0.10 -0.03 -0.04
H 3.30407 4.41920 2.01848 0.02 -0.04 -0.06
H 1.71872 4.87523 2.65608 0.03 0.09 -0.01
H 2.60928 5.07329 -0.26714 -0.13 -0.01 -0.09
H 2.42049 6.44442 0.81541 -0.17 0.06 0.05
C -7.28798 -3.97270 2.97928 0.23 0.12 0.08
C -6.73080 -5.10724 2.14784 -0.53 -0.01 0.03
O -5.34426 -4.88555 1.82374 0.05 -0.01 -0.14
C -4.47149 -5.20503 2.76391 -0.24 0.04 -0.19
O -4.70860 -5.65430 3.84158 0.07 -0.11 0.30
C -3.04696 -4.94848 2.24688 0.18 0.08 -0.01
F -2.95699 -3.76417 1.63065 -0.17 -0.08 0.05
F -2.69722 -5.89412 1.37154 -0.03 -0.16 -0.16
F -2.17349 -4.96318 3.24078 0.10 -0.01 0.22
H -7.13756 -3.01960 2.47198 -0.08 -0.02 -0.06
H -8.35429 -4.11801 3.14641 -0.01 -0.02 -0.03
H -6.79179 -3.91511 3.94729 -0.03 -0.07 0.03
H -7.24329 -5.16834 1.19079 0.15 0.04 -0.09
H -6.84390 -6.06740 2.64868 0.16 0.01 0.08
```
Positions in Å, forces in eV/Å.



Entry 3:
C18H27HgN5OS3Si as an isolated structure. Source: the OMol25 dataset; level of theory: ωB97M-V/def2-TZVPD.

Results
<S²>: 0.76
Gap between HOMO and LUMO (alpha / beta), eV: 6.52 / 6.46
Net charge: -1
F_max, hartree/bohr: 0.0079
Spin multiplicity: 2

```
56
Properties=species:S:1:pos:R:3:forces:R:3
Hg 0.24965 -1.30484 -0.12591 0.19 0.01 0.32
S 7.62990 -2.31370 -1.64427 -0.09 0.07 0.02
C 6.17698 -1.62839 -1.17202 0.10 0.04 -0.09
S 5.39960 -2.14876 0.28121 0.03 -0.13 0.09
C 4.09089 -1.01869 0.04282 -0.20 0.08 -0.06
N 4.24110 -0.31436 -1.03189 0.00 -0.10 0.01
N 5.40152 -0.65864 -1.71935 -0.07 0.00 -0.04
C 5.60241 0.08870 -2.92236 0.02 0.00 0.04
C 4.70237 1.11903 -3.20879 0.01 0.04 0.03
C 4.86955 1.89229 -4.34338 0.02 0.00 -0.03
C 5.92752 1.66187 -5.21267 -0.02 -0.02 0.01
C 6.79899 0.62212 -4.93947 -0.01 -0.01 -0.01
C 6.64468 -0.16917 -3.80808 0.01 0.00 -0.03
S 2.79709 -0.93023 1.16983 -0.07 -0.02 -0.16
H 3.88346 1.30238 -2.53262 0.00 0.00 -0.02
H 4.15871 2.68265 -4.54991 0.01 0.02 0.03
H 6.06542 2.28104 -6.09012 -0.02 -0.02 -0.01
H 7.61810 0.40880 -5.61532 0.01 0.00 0.02
H 7.33014 -0.97544 -3.61761 0.02 0.00 0.03
C -2.13066 -0.10524 4.16370 -0.07 0.02 -0.10
Si -0.54300 -0.19087 3.13591 -0.24 -0.04 0.00
C 0.10679 1.57232 2.98509 0.08 0.02 -0.19
C 0.67613 -1.14197 4.20639 0.11 -0.11 -0.16
O -0.89541 -0.85355 1.71113 0.23 0.13 0.31
H -1.98341 0.41728 5.11333 0.00 -0.02 0.01
H -2.48692 -1.11724 4.37675 -0.01 0.02 0.03
H -2.91966 0.40981 3.60590 0.01 0.00 0.03
H 0.28755 2.04632 3.95351 -0.03 -0.02 0.01
H -0.59926 2.19407 2.42422 -0.01 0.01 0.05
H 1.05023 1.56606 2.43009 -0.01 0.02 0.02
H 0.79365 -0.67911 5.19043 -0.04 0.00 0.00
H 1.66118 -1.19181 3.73719 0.02 0.01 0.02
H 0.33145 -2.17111 4.34361 -0.01 0.02 0.05
C -4.25788 2.22103 0.58542 0.01 0.02 0.02
C -2.92041 2.27688 -0.13068 -0.02 -0.06 -0.03
N -2.49718 0.95234 -0.55888 0.01 0.00 0.03
C -3.20379 -0.21812 -0.36424 -0.09 0.01 -0.13
N -2.59570 -1.32960 -0.52525 0.07 -0.01 -0.30
C -3.28216 -2.58055 -0.29015 0.02 0.13 0.01
C -4.58425 -2.41622 0.48232 0.02 -0.04 -0.02
C -5.37124 -1.25988 -0.10684 0.03 0.03 0.00
N -4.54518 -0.07369 -0.05900 0.04 0.00 0.13
C -5.15915 1.23123 -0.12966 0.05 -0.03 0.05
H -4.71046 3.21360 0.61268 0.01 0.01 0.00
H -4.11605 1.87387 1.61107 -0.03 0.02 0.01
H -2.16197 2.70785 0.52586 0.02 0.00 -0.01
H -3.00474 2.92910 -1.00751 -0.01 0.02 0.01
H -1.50667 0.77427 -0.51357 0.00 -0.01 0.01
H -2.60848 -3.22891 0.27659 0.01 -0.03 -0.04
H -3.47143 -3.07251 -1.25257 -0.01 -0.05 0.02
H -4.35224 -2.18118 1.52370 -0.03 -0.03 0.01
H -5.17175 -3.33652 0.45047 -0.01 0.01 0.04
H -6.27389 -1.06532 0.47713 -0.02 0.01 -0.02
H -5.68239 -1.49186 -1.13668 0.00 -0.01 0.00
H -6.13185 1.17232 0.36240 -0.02 -0.02 -0.02
H -5.32788 1.55019 -1.16996 -0.03 0.02 0.00
```
Positions in Å, forces in eV/Å.



Entry 4:
C18H27N2O4P2S2Ti as an isolated structure in a non-equilibrium geometry. Source: the OMol25 dataset; level of theory: ωB97M-V/def2-TZVPD.

Results
<S²>: 2.03
Gap between HOMO and LUMO (alpha / beta), eV: 4.66 / 7.66
Net charge: +1
F_max, hartree/bohr: 0.0388
Spin multiplicity: 3

```
56
Properties=species:S:1:pos:R:3:forces:R:3
Ti -0.62638 -0.80221 -0.04244 0.95 -1.18 0.03
P -2.82087 -0.02229 -0.65260 -0.42 0.54 0.21
C -2.50746 0.94933 -2.16881 0.08 0.59 0.34
C -1.02811 1.02074 -2.51299 0.38 0.06 -0.02
N -0.10270 0.48868 -1.68042 0.50 0.35 -0.27
C 1.22871 0.62023 -1.95553 -0.44 0.39 -0.31
C 1.63853 1.31154 -3.09249 0.32 -0.42 0.27
C 0.70481 1.81284 -3.99127 -0.21 -0.04 0.22
C -0.64260 1.67024 -3.67830 0.20 0.03 -0.38
C 2.27113 0.24598 -0.89661 -0.09 0.31 0.03
P 3.38028 -1.23626 -0.82189 -0.73 0.40 -0.01
H -1.42086 2.04827 -4.33360 0.18 0.06 0.04
H 2.70938 1.45524 -3.22867 -0.25 0.03 -0.19
H 1.03485 2.32979 -4.89250 -0.18 -0.12 0.25
H 3.01161 1.07387 -0.93553 -0.24 -0.38 0.29
H 1.79463 0.28357 0.10788 0.42 -0.02 -0.47
H -3.07525 0.55114 -2.98756 -0.18 -0.28 -0.64
H -2.90874 1.96529 -2.00423 0.31 -0.25 -0.17
H -0.57081 -3.27101 -6.03527 0.05 0.01 -0.35
O -0.81533 -3.43472 -5.12585 -0.61 0.24 0.48
H -1.75722 -3.19371 -5.07057 0.57 -0.23 -0.11
H 2.70357 -2.48236 -0.84831 0.26 0.66 0.26
O 0.58483 -2.13382 -0.55230 0.21 -0.38 -1.12
H 0.60303 -2.47818 -1.46624 -0.18 0.03 0.65
C 4.52199 -1.32274 -2.19526 0.10 0.00 -0.40
H 5.09828 -0.39978 -2.32585 -0.13 -0.19 0.11
H 5.20549 -2.16775 -2.03503 -0.14 0.24 0.01
H 3.94601 -1.52463 -3.10646 0.14 0.07 0.11
C 4.26762 -0.97747 0.72642 0.15 -0.17 0.27
H 4.28003 -1.91827 1.28599 0.01 0.19 -0.02
H 5.30283 -0.66729 0.54359 -0.22 -0.10 -0.13
H 3.78390 -0.20066 1.33244 -0.10 -0.21 -0.14
C -3.40222 1.24811 0.51520 -0.27 -0.01 0.11
H -4.39947 1.58176 0.19138 0.24 0.05 0.19
H -3.46388 0.80926 1.52181 0.01 0.15 -0.32
H -2.70456 2.09988 0.53660 -0.17 -0.34 0.00
C -4.21101 -1.13628 -0.95055 -0.27 -0.04 -0.22
H -4.49668 -1.59319 0.01031 0.11 0.17 -0.37
H -5.05999 -0.57178 -1.36729 0.19 -0.31 0.14
H -3.89697 -1.92917 -1.64866 -0.22 0.27 0.26
O -0.10267 2.81409 1.80749 0.53 -0.14 0.13
S 0.54555 1.62342 2.30039 -1.12 -1.62 -0.35
O 1.98544 1.50494 2.18740 -0.19 0.30 -0.16
N -0.15520 0.27185 1.55110 0.47 0.72 -0.41
C -0.81266 -0.56615 2.43511 0.36 0.65 1.31
S -1.82211 -1.76435 1.74346 -0.36 -0.63 0.50
C -0.69685 -0.13661 3.78347 -0.37 -0.09 -0.37
C -1.27377 -0.71662 4.92703 0.10 0.17 0.18
C -1.25967 0.00961 6.11145 0.01 -0.10 -0.42
C -0.69117 1.29916 6.15506 0.19 0.29 -0.02
C -0.06498 1.85982 5.03293 0.04 -0.39 0.00
C -0.05381 1.11084 3.86501 0.02 0.48 0.81
H -1.71644 -1.71054 4.82536 0.03 0.38 0.23
H -1.71933 -0.42060 7.00207 0.16 0.22 -0.20
H -0.74215 1.88098 7.07236 0.06 -0.18 -0.14
H 0.41944 2.83799 5.03180 -0.28 -0.22 0.27
```
Positions in Å, forces in eV/Å.